122
Properties=species:S:1:pos:R:3:forces:R:3 method="wB97M-V/def2-TZVPD" homo_ev=-10.3 multiplicity=1 e_tot_ha=-3134.63757 e_lumo_ev=-2.16 total_charge=+1 relative_energy_kj_mol=75.78 max_force_ha_per_bohr=0.075 orbital_gap_ev=8.1867
Ba 0.4170 0.1890 0.0514 -2.06 0.08 3.23
C 0.0557 2.6840 4.2801 -0.06 -0.11 0.01
C 0.3365 3.3717 2.9520 -0.04 -0.02 -0.13
N -0.5971 2.9252 1.9072 -0.02 0.12 -0.04
C -1.9274 3.5282 2.0200 0.04 -0.10 0.05
C -3.0192 2.5020 2.2706 0.07 -0.01 0.05
C -4.3658 2.8160 2.1623 -0.07 0.02 0.06
C -5.2959 1.8445 2.5082 -0.03 0.03 -0.05
C -4.8634 0.5979 2.9308 -0.05 0.00 -0.02
C -3.4972 0.3616 2.9910 0.10 -0.06 -0.07
C -2.9373 -0.9831 3.4298 0.02 0.15 0.09
N -1.4890 -1.0908 3.3168 0.09 -0.12 0.04
C -0.7517 -0.9825 4.5775 -0.02 -0.09 -0.03
C -0.5863 0.4425 5.0829 0.04 0.10 -0.06
N 0.1966 1.2319 4.1290 -0.09 0.04 -0.01
N -2.6117 1.2951 2.6558 -0.07 -0.01 -0.05
H -0.9811 2.8844 4.5629 -0.01 -0.02 0.03
H 0.6859 3.0975 5.0746 0.05 0.01 0.04
H 1.3572 3.1488 2.6367 0.01 -0.02 -0.04
H 0.2775 4.4554 3.0589 -0.01 0.03 0.00
H -0.7345 1.9392 2.1128 -0.08 -0.07 0.13
H -2.1811 4.1123 1.1322 0.03 0.00 -0.07
H -1.9532 4.2328 2.8595 -0.03 0.03 0.00
H -4.6766 3.8043 1.8422 0.01 -0.06 0.01
H -6.3559 2.0614 2.4506 0.02 0.00 0.00
H -5.5678 -0.1815 3.1992 0.03 0.05 0.00
H -3.4375 -1.7627 2.8474 0.04 -0.03 -0.07
H -3.2291 -1.1546 4.4700 -0.06 0.01 0.01
H -1.1761 -0.3176 2.7391 -0.02 0.07 0.00
H 0.2428 -1.4255 4.4476 -0.04 0.00 -0.05
H -1.2556 -1.5914 5.3295 0.00 -0.01 0.04
H -0.1479 0.4364 6.0880 0.02 -0.01 0.04
H -1.5712 0.9074 5.1666 0.00 0.02 0.00
H 1.1746 0.9722 4.1907 0.02 0.00 0.03
C 6.2099 -1.7243 1.6342 -0.23 0.00 -0.01
N 4.7579 -1.5139 1.8015 0.28 -0.13 0.08
C 3.9291 -0.7413 1.0999 -0.05 -0.01 -0.15
N 2.6962 -0.8400 1.5717 0.19 -0.06 0.25
C 2.8479 -1.7207 2.6023 -0.11 -0.04 0.00
N 4.0754 -2.1535 2.7807 -0.04 0.24 -0.28
C 6.5696 -2.1180 0.2253 -0.03 0.02 -0.01
C 6.9168 -3.4247 -0.0892 -0.02 -0.05 -0.04
C 7.2130 -3.7731 -1.4030 -0.01 -0.01 0.01
C 7.1346 -2.8310 -2.4153 0.00 -0.07 -0.02
C 6.7792 -1.5221 -2.1046 0.02 0.03 -0.13
C 6.5273 -1.1681 -0.7867 0.01 0.10 0.03
C 6.6371 -0.5191 -3.1635 -0.02 -0.11 0.26
N 6.9720 -0.5756 -4.3989 -0.09 0.39 -0.31
N 6.5626 0.6447 -4.9668 0.18 -0.45 0.09
C 6.0185 1.3137 -4.0167 -0.14 0.23 0.10
O 6.0309 0.6472 -2.8365 -0.04 0.04 0.06
C 5.3968 2.6406 -4.0470 0.07 -0.12 -0.04
C 5.3523 3.3537 -5.2388 0.01 0.05 -0.07
C 4.7374 4.5942 -5.2648 -0.01 0.01 0.00
C 4.1611 5.1178 -4.1139 0.00 0.01 -0.02
C 4.2080 4.4065 -2.9217 -0.02 -0.04 0.02
C 3.5845 4.9813 -1.6682 -0.05 -0.22 0.09
N 3.1064 3.9358 -0.7598 0.19 0.24 -0.13
C 2.1136 3.0720 -0.9586 0.02 -0.09 0.03
N 2.0815 2.1819 0.0261 1.15 1.11 0.04
C 3.1286 2.5769 0.8124 -0.02 -0.05 0.01
N 3.7816 3.6282 0.3745 -0.28 -0.14 -0.19
C 4.8329 3.1691 -2.8925 0.00 -0.05 0.04
H 6.4625 -2.5051 2.3436 0.03 -0.04 0.03
H 6.7283 -0.8135 1.9295 -0.02 0.07 0.02
H 4.2325 -0.1537 0.2450 -0.03 -0.04 0.12
H 2.0296 -2.0663 3.2185 0.09 0.06 -0.07
H 6.9558 -4.1756 0.6920 0.00 0.03 -0.03
H 7.4913 -4.7923 -1.6388 0.00 0.03 0.01
H 7.3372 -3.0959 -3.4459 0.00 0.01 0.05
H 6.3031 -0.1323 -0.5566 0.01 -0.04 0.00
H 5.7875 2.9246 -6.1327 -0.02 0.02 0.05
H 4.6913 5.1518 -6.1916 0.00 -0.01 0.03
H 3.6648 6.0821 -4.1510 0.02 -0.04 0.01
H 2.7479 5.6292 -1.9206 -0.05 0.04 -0.01
H 4.2994 5.5630 -1.0923 0.06 0.03 0.04
H 1.4641 3.0879 -1.8273 0.07 0.01 0.09
H 3.4084 2.0729 1.7265 -0.03 0.03 -0.08
H 4.8709 2.5972 -1.9729 0.00 0.03 -0.03
N -1.0135 1.6865 -2.1471 0.11 -0.11 -0.15
N 0.0568 1.7782 -3.0723 0.08 -0.10 -0.06
C 1.0436 0.7487 -3.0600 0.00 -0.37 0.45
O 1.8528 0.7497 -3.9610 0.04 -0.08 0.01
O 0.9801 -0.0445 -2.0228 0.86 0.25 -3.43
H -1.7465 1.0714 -2.4907 -0.04 -0.01 -0.02
H -1.4027 2.6139 -2.0377 -0.02 0.03 0.07
H -0.1807 2.0031 -4.0295 -0.12 0.12 0.01
N -7.6457 -1.1562 -1.4093 -0.14 0.04 -0.03
C -8.7391 -1.9647 -1.6622 0.05 0.26 0.01
C -10.0760 -1.6814 -1.9377 0.03 -0.05 0.02
C -10.9020 -2.7682 -2.1367 0.03 -0.06 0.00
C -10.4159 -4.0892 -2.0680 -0.01 0.08 -0.01
C -9.0905 -4.3530 -1.7988 -0.01 -0.06 0.01
C -8.2401 -3.2651 -1.5908 0.18 -0.28 0.02
N -6.8804 -3.2472 -1.3026 -0.26 -0.07 -0.05
C -6.5762 -1.9868 -1.2053 0.23 0.15 0.05
C -5.2228 -1.4971 -0.8908 -0.32 -0.14 -0.08
C -4.9145 -0.1494 -0.7832 -0.02 0.17 0.06
C -3.6233 0.2182 -0.4492 0.10 0.00 0.09
N -2.6374 -0.6543 -0.2347 0.10 -0.09 -0.08
C -2.9410 -1.9544 -0.3660 0.01 0.15 0.05
C -4.2038 -2.4166 -0.6785 0.04 -0.10 0.00
H -7.6441 -0.1534 -1.3840 0.00 0.01 -0.01
H -10.4524 -0.6674 -1.9927 0.02 -0.04 0.00
H -11.9497 -2.6034 -2.3531 0.02 -0.01 0.00
H -11.1017 -4.9101 -2.2340 0.01 0.03 0.01
H -8.7095 -5.3654 -1.7472 -0.02 0.05 0.00
H -5.6571 0.6248 -0.9314 0.03 -0.01 0.00
H -3.3763 1.2692 -0.3249 0.02 -0.04 -0.02
H -2.1345 -2.6578 -0.2053 0.01 0.04 0.00
H -4.4121 -3.4751 -0.7610 0.02 0.04 0.00
C 0.5963 -5.2768 0.1164 -0.01 -0.09 0.03
C 0.0102 -4.6457 1.2040 0.03 -0.02 0.00
C -0.0664 -3.2636 1.2106 0.08 0.02 -0.10
N 0.3969 -2.5047 0.2047 -0.01 -0.92 -0.01
C 0.9570 -3.1261 -0.8431 -0.03 0.10 0.09
C 1.0784 -4.5037 -0.9259 0.02 0.00 -0.03
H 0.6740 -6.3573 0.0820 -0.01 0.06 0.00
H -0.3834 -5.2121 2.0382 0.02 0.02 -0.03
H -0.5344 -2.7376 2.0412 0.03 0.02 -0.07
H 1.3163 -2.4871 -1.6459 -0.03 -0.01 0.06
H 1.5399 -4.9530 -1.7950 -0.02 0.01 0.02



33
Properties=species:S:1:pos:R:3:forces:R:3 method="wB97M-V/def2-TZVPD" homo_ev=-9.6 multiplicity=1 e_tot_ha=-1354.39876 smiles="N#Cc1ccc(C(=O)Nc2cnc(-c3noc(C(F)(F)F)n3)cn2)cc1" e_lumo_ev=-1.09 max_force_ha_per_bohr=0.071 orbital_gap_ev=8.4757
N 2.5408 5.7492 -6.3416 -1.47 -1.76 2.12
C 1.9987 5.0758 -5.5450 1.21 1.59 -2.05
C 1.3806 4.2236 -4.5639 -0.54 -0.21 1.32
C 0.1147 4.4705 -4.0119 -0.53 0.31 -0.58
C -0.4600 3.6745 -3.0277 0.65 0.21 -0.10
C 0.2925 2.6433 -2.4628 0.66 -0.57 -0.32
C -0.3175 1.8123 -1.3756 -2.33 0.09 1.12
O -1.5092 2.0028 -1.1254 1.11 -0.18 -0.22
N 0.3855 0.8851 -0.6110 -0.73 1.34 -1.09
C -0.1012 0.0830 0.4076 -1.17 -0.41 1.02
C -1.3873 0.1417 1.0468 -1.04 -0.23 -0.12
N -1.7895 -0.7742 1.9578 1.56 0.37 -0.53
C -0.8620 -1.6891 2.3364 0.43 0.33 -0.75
C -1.2148 -2.8183 3.2424 -1.46 -2.41 1.15
N -2.4554 -3.1346 3.6184 1.31 -0.28 0.34
O -2.3327 -4.3536 4.3525 1.28 0.01 -0.50
C -1.0140 -4.7296 4.3146 -0.15 3.19 -1.78
C -0.4648 -6.0189 5.0187 -0.25 -0.17 0.20
F -0.0792 -5.7349 6.2708 -0.47 0.19 -0.23
F -1.4242 -6.9874 5.0898 0.92 1.12 -0.33
F 0.6309 -6.5218 4.4217 -1.07 0.47 -0.23
N -0.3095 -3.8092 3.6544 -0.27 -1.27 0.81
C 0.4251 -1.6848 1.7633 -0.85 0.05 -0.16
N 0.7733 -0.8283 0.7801 0.23 -1.12 1.21
C 1.5560 2.3846 -2.9933 0.18 0.11 0.11
C 2.0905 3.1615 -4.0061 0.98 0.06 -1.00
H -0.4931 5.2863 -4.3883 0.18 0.01 -0.09
H -1.4639 3.9065 -2.7039 0.06 -0.18 0.21
H 1.3024 0.6339 -0.8819 0.97 -0.21 -0.16
H -2.1687 0.8745 0.7367 1.03 -0.67 0.30
H 1.0990 -2.4808 2.0888 0.17 0.50 -0.34
H 2.1692 1.5789 -2.6169 0.00 -0.10 0.09
H 3.0878 2.9776 -4.4456 -0.60 -0.18 0.59



11
Properties=species:S:1:pos:R:3:forces:R:3 method="wB97M-V/def2-TZVPD" homo_ev=-11.3 multiplicity=1 e_tot_ha=-458.80233 smiles="C[C@](O)(F)[N+](=O)[O-]" e_lumo_ev=-0.77 relative_energy_kj_mol=163.53 max_force_ha_per_bohr=0.094 orbital_gap_ev=10.5122
C 0.6003 -0.3156 0.4135 -4.31 0.66 2.06
C -1.0449 0.6113 0.2803 4.02 -0.75 0.35
O -1.0316 1.6007 -0.6177 -2.76 -1.09 -2.08
F -1.4494 1.0564 1.5077 0.49 -0.30 -0.23
N -2.0838 -0.4041 -0.0790 -2.13 -2.09 0.44
O -2.3080 -1.3599 0.6674 0.90 1.78 -1.29
O -2.7354 -0.1587 -1.0934 0.45 -0.16 0.31
H 0.7632 -0.9653 -0.4534 0.18 0.81 0.08
H 1.3217 0.3879 0.8224 0.14 0.16 -0.96
H 0.3462 -0.9530 1.3027 0.19 0.28 -0.94
H -1.8974 1.3604 -1.2829 2.81 0.69 2.27



46
Properties=species:S:1:pos:R:3:forces:R:3 method="wB97M-V/def2-TZVPD" homo_ev=-11.1 multiplicity=1 e_tot_ha=-1030.21050 e_lumo_ev=-3.79 total_charge=+1 relative_energy_kj_mol=1751.37 max_force_ha_per_bohr=0.367 orbital_gap_ev=7.3337
C -1.8358 -4.7511 -0.0489 -3.30 -1.16 -0.94
C -2.3763 -3.5786 -0.3601 -5.60 3.14 -1.57
C -1.6729 -2.2556 -0.2546 -10.58 -8.47 -1.60
N -2.4105 -1.2318 -0.4790 -4.76 -4.81 -2.70
C -1.7781 -0.2365 -0.4826 1.63 13.79 3.64
N -2.4811 1.0000 -0.5441 1.78 0.30 0.46
C -1.9412 2.2645 -0.1921 3.91 1.81 -8.20
H -0.8358 2.3057 -0.1702 -0.78 -0.28 0.93
H -1.9587 2.9956 -1.3816 -0.23 -1.86 2.96
C -2.6368 3.0577 0.7173 -4.17 4.46 -0.24
O -4.0881 3.3736 0.3818 0.30 -4.64 -0.37
C -4.6870 1.9896 0.0722 8.18 -1.59 6.23
H -5.6025 1.8658 -0.2181 -5.59 0.63 -1.39
C -3.8147 1.2191 -0.8910 -2.42 -6.08 1.90
H -4.2180 0.0970 -1.1509 0.19 2.57 1.26
H -4.0206 1.6317 -1.7515 0.27 2.67 -5.19
H -4.5013 1.1562 1.1641 -0.97 2.93 -2.63
H -2.3734 4.0790 0.9334 1.23 0.44 -0.93
H -2.4601 2.6700 1.6159 -0.72 -2.23 4.37
N -0.5145 0.0567 0.1520 1.06 -3.55 -3.25
C 0.0812 -1.1143 0.1626 2.38 4.18 4.27
C -0.5635 -2.2888 0.3027 10.08 -3.17 1.27
C 0.1820 -3.5127 0.4204 -0.49 -3.48 1.63
C -0.5875 -4.7335 0.3990 5.80 4.20 -0.40
H -0.0473 -5.5654 0.1471 1.62 -2.42 0.74
H 1.3189 -3.6507 0.6203 -2.27 0.70 -0.42
N 1.5668 -1.1683 0.6305 -10.29 13.88 -7.56
H 1.8096 -1.5299 1.3099 4.60 -10.00 14.93
H 2.1005 -1.2068 -0.0840 5.17 -1.19 -6.51
C 2.0537 0.3224 1.1146 -1.66 2.48 -5.61
H 1.8211 0.6587 2.0451 -1.32 -0.12 2.99
H 1.4357 1.0547 0.3073 1.71 -2.02 2.34
C 3.5585 0.4584 0.7460 -2.61 -2.45 10.80
C 4.0422 1.7180 0.5169 3.02 10.62 1.67
H 3.2071 2.4780 0.4004 0.56 -0.93 -0.08
H 4.6945 2.3756 1.4284 -1.79 -2.49 -2.50
C 4.9258 1.7404 -0.9119 1.44 -6.38 9.69
H 5.9077 1.4200 -0.2408 -1.64 0.77 -3.23
C 4.1365 0.6906 -1.4884 -1.21 -2.23 -1.06
H 3.1648 1.1830 -1.9325 2.04 -1.56 0.14
H 4.8564 0.0209 -2.0507 -2.00 0.26 -0.01
O 3.5897 -0.2046 -0.2642 2.99 -5.07 -14.52
H 4.8535 2.6249 -1.2617 0.03 6.03 -2.59
H 4.0386 -0.2657 1.5237 0.26 1.88 0.18
H -3.6746 -3.4657 -0.7076 4.50 -0.41 0.92
H -2.2642 -5.7480 -0.2454 -0.37 0.86 0.20



15
Properties=species:S:1:pos:R:3:forces:R:3 method="wB97M-V/def2-TZVPD" homo_ev=-8.7 multiplicity=1 e_tot_ha=-358.78536 e_lumo_ev=0.03 relative_energy_kj_mol=611.79 max_force_ha_per_bohr=0.134 orbital_gap_ev=8.7198
C -2.8857 -0.0419 0.1797 -1.58 -1.34 0.26
C -1.7325 -0.6938 -0.3049 -2.81 2.38 2.02
C -0.4128 -0.0325 -0.0565 0.96 1.55 -3.37
C 1.4114 1.2691 -0.0222 -2.83 -0.67 2.30
C 1.7719 -0.2249 0.0710 3.37 -1.22 0.40
H -3.8534 -0.6614 -0.0541 1.68 1.55 0.66
H -3.4185 1.2098 1.1661 2.28 -3.41 -3.02
H -1.8793 -1.7759 -0.7584 0.61 2.59 0.87
H 1.3279 1.9152 0.9233 1.39 -1.27 -0.92
H 1.9350 1.7363 -0.7743 1.45 1.23 -1.49
H 3.5597 -0.2152 -0.0973 3.67 2.78 -0.44
H 0.6529 -1.9431 -0.0741 -0.12 -1.44 -0.15
N -0.0387 1.3011 -0.3573 -1.60 -6.44 1.80
N 2.9008 -0.8607 0.0665 -3.79 -1.13 0.31
N 0.6613 -0.9822 0.0927 -2.67 4.84 0.76



10
Properties=species:S:1:pos:R:3:forces:R:3 method="wB97M-V/def2-TZVPD" homo_ev=-9.4 multiplicity=1 e_tot_ha=-155.94329 smiles="C=C=CC" e_lumo_ev=1.06 relative_energy_kj_mol=50.91 max_force_ha_per_bohr=0.005 orbital_gap_ev=10.4657
C 0.0654 -2.0349 -0.7145 0.00 0.15 0.01
C -0.0522 -0.8621 -0.1513 -0.05 -0.05 0.11
C -0.2542 0.2222 0.5482 0.09 -0.05 -0.10
C 0.1251 1.6505 0.2311 0.05 -0.06 -0.01
H 0.8879 -2.7002 -0.4743 0.08 0.15 -0.12
H -0.6718 -2.3949 -1.4241 -0.01 0.04 0.07
H -0.7513 0.0311 1.4968 -0.13 0.22 -0.01
H -0.7697 2.2847 0.1573 0.17 -0.21 0.01
H 0.6814 1.7368 -0.7087 -0.12 -0.10 0.21
H 0.7395 2.0666 1.0395 -0.08 -0.08 -0.17



46
Properties=species:S:1:pos:R:3:forces:R:3 method="wB97M-V/def2-TZVPD" homo_ev=-8.1 multiplicity=1 e_tot_ha=-1846.93663 smiles="COc1cccc(Cl)c1NC(=O)N1CCc2c([nH]c3ccccc23)[C@H]1C(F)(F)F" e_lumo_ev=0.52 max_force_ha_per_bohr=0.012 orbital_gap_ev=8.6182
C -0.5842 -1.8353 2.5332 0.16 -0.19 0.14
O -1.2989 -0.9222 1.7362 -0.51 0.04 -0.30
C -2.3552 -1.3758 1.0002 -0.12 0.04 0.03
C -2.7876 -2.6939 0.9711 0.22 0.06 0.13
C -3.8981 -3.0541 0.2243 -0.07 0.10 -0.07
C -4.5953 -2.1082 -0.5000 0.00 -0.06 0.04
C -4.1539 -0.7956 -0.4882 0.24 -0.09 0.12
Cl -5.0146 0.4055 -1.3872 -0.10 0.05 -0.08
C -3.0325 -0.4019 0.2373 0.07 -0.28 0.06
N -2.6429 0.9386 0.2265 -0.40 0.19 0.01
C -1.4154 1.4344 0.6571 0.23 0.12 -0.12
O -1.3390 2.2914 1.5100 -0.10 0.22 0.26
N -0.3154 0.9801 -0.0193 0.22 0.27 -0.17
C -0.3975 0.0055 -1.1000 -0.16 -0.30 -0.36
C 0.9110 -0.1649 -1.8796 -0.01 0.11 0.17
C 2.0044 -0.3706 -0.8882 -0.21 0.36 0.44
C 1.9953 0.3555 0.2671 -0.30 -0.29 -0.48
N 3.0512 0.0062 1.0660 -0.02 0.20 0.24
C 3.7720 -0.9593 0.4156 0.09 -0.35 -0.39
C 4.9259 -1.6277 0.8032 0.08 -0.02 0.06
C 5.4353 -2.5757 -0.0576 0.06 0.05 0.15
C 4.8154 -2.8591 -1.2783 0.00 -0.13 -0.20
C 3.6723 -2.2020 -1.6716 0.03 0.01 0.08
C 3.1333 -1.2361 -0.8216 0.21 0.11 0.34
C 0.9571 1.3809 0.5491 0.10 0.40 0.23
C 1.4378 2.7394 -0.0165 0.05 0.25 -0.02
F 0.5073 3.6887 -0.0286 -0.23 -0.05 0.10
F 1.9027 2.6557 -1.2731 -0.03 -0.22 -0.22
F 2.4631 3.1963 0.7273 0.15 -0.10 0.29
H 0.1732 -1.2432 3.0440 -0.02 -0.08 -0.01
H -0.0931 -2.6008 1.9233 -0.03 0.03 0.02
H -1.2296 -2.3133 3.2759 0.01 0.01 -0.03
H -2.2724 -3.4480 1.5432 0.09 -0.04 0.07
H -4.2228 -4.0823 0.2189 -0.04 -0.10 0.00
H -5.4679 -2.3757 -1.0726 -0.09 0.00 -0.07
H -3.4007 1.5840 0.4216 0.22 -0.04 0.06
H -0.6591 -0.9764 -0.6897 0.05 0.07 -0.11
H -1.2011 0.3214 -1.7707 0.05 -0.08 0.06
H 1.1146 0.7188 -2.4882 -0.05 -0.05 -0.07
H 0.8121 -1.0204 -2.5476 -0.07 0.01 -0.01
H 3.3042 0.4478 1.9335 -0.01 -0.02 -0.09
H 5.4067 -1.4073 1.7446 0.08 0.00 0.10
H 6.3329 -3.1115 0.2126 0.07 -0.03 0.04
H 5.2502 -3.6091 -1.9222 0.03 -0.06 -0.06
H 3.2005 -2.4219 -2.6173 -0.03 -0.04 -0.12
H 0.8060 1.5618 1.6235 0.08 -0.06 -0.24